Below is a 13-piece molecular cluster, C64H154O14 overall, with properties calculated with ωB97M-V/def2-TZVPD.

```
232
C64H154O14 ωB97M-V/def2-TZVPD
C -2.461 0.492 -3.445
O -2.705 1.878 -3.297
C -3.769 2.173 -2.395
C -3.219 2.816 -1.158
O -4.231 3.175 -0.307
C -3.795 3.538 0.995
H -1.619 0.518 -4.151
H -3.288 -0.079 -3.952
H -2.189 0.071 -2.451
H -4.298 1.291 -2.112
H -4.523 2.765 -2.887
H -2.540 3.690 -1.458
H -2.561 2.072 -0.651
H -4.693 3.814 1.583
H -2.997 4.255 0.936
H -3.405 2.656 1.520
C -1.108 5.968 5.140
O -2.430 5.817 4.705
C -3.098 4.567 4.801
C -2.340 3.443 4.113
O -1.321 3.035 4.951
C -0.529 2.024 4.284
H -0.855 7.011 4.931
H -0.433 5.303 4.602
H -0.900 5.813 6.230
H -4.097 4.702 4.397
H -3.172 4.412 5.884
H -1.868 3.750 3.168
H -3.013 2.623 3.874
H -1.073 1.187 3.835
H 0.176 1.717 5.052
H 0.038 2.514 3.441
C 5.543 9.134 -4.601
O 5.342 8.097 -3.684
C 5.393 6.783 -4.112
C 4.665 6.010 -3.032
O 4.927 4.667 -3.291
C 4.271 3.770 -2.378
H 6.027 9.950 -4.035
H 4.560 9.499 -4.912
H 6.143 8.702 -5.463
H 6.427 6.468 -4.213
H 4.855 6.705 -5.068
H 3.560 6.111 -3.130
H 4.982 6.383 -2.071
H 4.345 4.130 -1.346
H 4.728 2.781 -2.374
H 3.187 3.821 -2.724
C -5.830 -2.127 -0.519
O -5.675 -3.505 -0.652
C -4.729 -4.131 0.201
C -4.837 -5.598 0.093
O -6.016 -5.917 0.763
C -6.576 -7.151 0.500
H -5.912 -1.830 0.478
H -6.716 -1.780 -1.101
H -4.932 -1.610 -0.936
H -4.892 -3.921 1.281
H -3.723 -3.829 -0.035
H -3.953 -5.956 0.713
H -4.840 -6.084 -0.851
H -7.463 -7.220 1.181
H -5.912 -7.934 0.765
H -6.867 -7.215 -0.575
C 3.390 6.467 0.200
O 2.381 5.493 0.058
C 2.396 4.539 1.193
C 1.187 3.634 1.119
O -0.042 4.224 1.573
C -0.432 5.402 0.845
H 4.378 6.044 0.324
H 3.191 6.989 1.115
H 3.354 7.150 -0.677
H 2.327 5.051 2.116
H 3.339 3.946 1.160
H 1.361 2.734 1.769
H 1.065 3.352 0.095
H -1.333 5.648 1.301
H -0.467 5.126 -0.257
H 0.302 6.163 1.074
C -7.336 -3.483 3.295
O -6.310 -2.638 3.850
C -6.728 -2.093 5.076
C -5.767 -1.006 5.489
O -4.463 -1.432 5.870
C -3.581 -1.604 4.822
H -7.624 -4.251 4.068
H -6.849 -3.896 2.386
H -8.257 -2.874 3.024
H -6.736 -2.874 5.824
H -7.737 -1.742 4.820
H -6.074 -0.344 6.328
H -5.686 -0.309 4.681
H -3.854 -2.557 4.393
H -2.558 -1.781 5.185
H -3.614 -0.786 4.123
C 3.079 2.960 5.109
O 3.110 2.566 3.684
C 3.679 1.277 3.510
C 2.655 0.182 3.569
O 2.134 -0.174 4.807
C 1.081 -1.172 4.832
H 3.038 4.041 4.966
H 3.926 2.556 5.735
H 2.226 2.537 5.646
H 4.434 1.055 4.303
H 4.116 1.310 2.512
H 3.081 -0.738 3.108
H 1.875 0.454 2.849
H 1.472 -2.195 4.629
H 0.297 -0.868 4.114
H 0.682 -1.200 5.881
C 6.621 0.111 -0.882
C 5.696 0.080 -2.069
C 6.391 0.770 -3.221
C 5.492 0.783 -4.497
C 6.007 1.572 -5.745
C 7.288 1.061 -6.338
H 6.973 1.178 -0.799
H 7.481 -0.599 -0.981
H 6.032 -0.193 0.064
H 5.460 -0.995 -2.297
H 4.765 0.601 -1.907
H 7.265 0.170 -3.451
H 6.693 1.811 -2.997
H 5.250 -0.216 -4.822
H 4.500 1.180 -4.297
H 5.170 1.656 -6.436
H 6.181 2.564 -5.336
H 7.224 0.009 -6.589
H 7.455 1.478 -7.300
H 8.179 1.275 -5.700
C -5.449 -6.090 5.646
C -5.264 -6.586 4.163
C -3.818 -6.622 3.797
C -3.100 -5.250 3.986
C -1.621 -5.346 3.554
C -0.857 -4.019 3.715
H -4.816 -6.670 6.306
H -6.407 -6.194 6.094
H -5.179 -5.022 5.729
H -5.691 -7.605 4.115
H -5.874 -6.042 3.422
H -3.706 -6.973 2.770
H -3.240 -7.409 4.300
H -3.667 -4.499 3.435
H -3.052 -4.950 5.060
H -1.168 -6.162 4.206
H -1.444 -5.774 2.548
H -1.023 -3.758 4.768
H 0.232 -4.153 3.512
H -1.344 -3.257 3.117
C -0.939 -4.838 -0.057
C -0.548 -4.289 -1.407
C -1.617 -3.897 -2.431
C -1.150 -2.928 -3.563
C -2.184 -2.865 -4.727
C -1.664 -2.183 -6.004
H -1.360 -5.784 -0.154
H -1.651 -4.134 0.439
H -0.080 -4.928 0.635
H 0.110 -3.437 -1.309
H 0.190 -5.010 -1.839
H -2.524 -3.484 -1.910
H -1.969 -4.819 -2.902
H -0.986 -1.908 -3.161
H -0.167 -3.292 -3.915
H -2.532 -3.900 -4.891
H -3.105 -2.294 -4.398
H -1.026 -1.324 -5.799
H -0.990 -2.829 -6.610
H -2.469 -1.898 -6.657
C 2.925 -2.328 -3.425
C 3.711 -3.457 -2.791
C 3.390 -3.646 -1.326
C 4.040 -4.846 -0.601
C 3.331 -5.278 0.634
C 3.077 -4.128 1.657
H 1.847 -2.515 -3.241
H 3.149 -2.208 -4.493
H 3.138 -1.298 -2.971
H 3.493 -4.450 -3.272
H 4.773 -3.408 -2.929
H 2.358 -3.797 -1.211
H 3.540 -2.751 -0.693
H 4.072 -5.729 -1.252
H 5.111 -4.528 -0.421
H 2.332 -5.735 0.363
H 3.927 -6.114 1.069
H 2.498 -4.457 2.543
H 4.059 -3.846 2.049
H 2.675 -3.201 1.262
C 1.341 0.064 -5.086
C 0.800 1.437 -5.315
C 0.754 2.390 -4.133
C 0.216 3.735 -4.352
C 0.076 4.525 -3.038
C -0.375 5.940 -3.287
H 0.745 -0.415 -4.314
H 2.403 -0.080 -4.711
H 1.310 -0.489 -6.018
H 1.304 1.864 -6.183
H -0.175 1.438 -5.699
H 1.768 2.432 -3.682
H 0.163 1.895 -3.407
H 0.839 4.218 -5.169
H -0.735 3.665 -4.939
H -0.703 4.040 -2.452
H 1.041 4.562 -2.464
H 0.347 6.507 -3.909
H -1.347 5.964 -3.771
H -0.380 6.543 -2.381
C -2.659 -0.689 1.156
C -1.136 -0.832 1.034
C -0.326 0.193 0.210
C 0.814 -0.503 -0.550
C 1.806 0.585 -0.918
C 2.798 0.757 0.255
H -3.009 -0.949 0.152
H -2.946 0.419 1.266
H -3.097 -1.325 1.895
H -0.665 -0.768 2.027
H -0.910 -1.862 0.681
H 0.130 0.904 0.903
H -0.912 0.769 -0.494
H 1.283 -1.325 0.126
H 0.392 -0.929 -1.442
H 2.364 0.336 -1.832
H 1.262 1.501 -1.220
H 2.252 1.111 1.091
H 3.214 -0.216 0.403
H 3.660 1.338 0.095
```

The value obtained for the electronic energy is -97519.798 eV. The spin multiplicity is 1. Its energy relative to the best compared isomer or geometry (same formula, charge and spin) is 296.27 kJ/mol.